(1)
{
  "formula": "C5H8N2",
  "method": "ωB97M-V/def2-TZVPD",
  "symbols": ["C", "C", "C", "C", "N", "N", "C", "H", "H", "H", "H", "H", "H", "H", "H"],
  "xyz": [[-1.9856, 0.1688, 0.0693], [-0.6459, -0.3433, -0.3991], [0.4877, 0.5777, -0.7510], [0.4660, 2.0182, -0.5790], [0.5211, 3.1514, -0.3526], [0.4593, -0.1416, 0.4974], [1.5353, -1.0528, 0.8106], [-1.8370, 1.0579, 0.6881], [-2.6337, 0.4295, -0.7738], [-2.4951, -0.5888, 0.6742], [-0.6682, -1.2469, -1.0187], [1.1403, 0.2295, -1.5556], [1.9036, -1.6527, -0.0364], [1.2281, -1.7168, 1.6229], [2.3588, -0.4328, 1.1799]],
  "e_tot_ev": -8293.290,
  "gap_ev": 10.728,
  "e_above_lowest_ev": 1.7061,
  "homo_energy_ha": -0.3610,
  "smiles": "C[C@H]1[C@@H](C#N)N1C"
}

---

(2)
{
  "formula": "C5H8N2",
  "method": "ωB97M-V/def2-TZVPD",
  "symbols": ["C", "C", "C", "N", "C", "C", "N", "H", "H", "H", "H", "H", "H", "H", "H"],
  "xyz": [[0.7174, 1.8818, -0.6718], [0.9226, 0.3423, -0.6512], [0.5031, -0.2376, 0.6734], [-0.9512, -0.3312, 0.4896], [-1.6689, -1.5838, 0.7106], [-0.9965, -1.2263, -0.5659], [-0.1500, -1.2558, -1.4971], [0.1949, 2.2362, 0.2296], [0.1636, 2.2618, -1.5287], [1.6863, 2.4142, -0.6756], [1.8811, 0.0607, -1.0762], [0.9701, -1.2246, 0.8025], [0.6846, 0.4036, 1.5348], [-1.2187, -2.3128, 1.3842], [-2.7384, -1.4284, 0.8418]],
  "e_tot_ev": -8289.847,
  "gap_ev": 9.146,
  "e_above_lowest_ev": 5.1489,
  "homo_energy_ha": -0.3178
}

---

(3)
{
  "formula": "C5H8N2",
  "method": "ωB97M-V/def2-TZVPD",
  "symbols": ["C", "C", "C", "N", "C", "N", "C", "H", "H", "H", "H", "H", "H", "H", "H"],
  "xyz": [[-2.3600, -0.2482, -0.1047], [-0.9171, 0.1021, 0.0896], [-0.3361, 1.3234, -0.1244], [1.0257, 1.1650, -0.0014], [1.3169, -0.1479, 0.2321], [2.6719, -0.5409, 0.2086], [0.1318, -0.8353, 0.3179], [-2.4827, -1.3348, -0.0899], [-3.0402, 0.1836, 0.6373], [-2.7009, 0.0968, -1.0842], [-0.7783, 2.2893, -0.3254], [1.7263, 1.8806, -0.0695], [2.7668, -1.4908, 0.5498], [2.9702, -0.5524, -0.7636], [0.0058, -1.8904, 0.5277]],
  "e_tot_ev": -8294.788,
  "gap_ev": 8.580,
  "e_above_lowest_ev": 0.2082,
  "homo_energy_ha": -0.2775,
  "smiles": "Cc1c[nH]c(N)c1"
}